Entry 1:
100
Properties=species:S:1:pos:R:3:forces:R:3:lowdin_charge:R:1 method="wB97M-V/def2-TZVPD" spin_multiplicity=1 mol_weight_g_mol=958.6 max_force_ev_per_a=3.0
La -1.118 0.149 -0.389 -1.214 -0.545 2.736 1.595
S -2.096 -2.561 -0.724 -0.112 -0.246 -0.332 0.271
S -2.828 -1.413 -2.248 0.320 0.043 -0.366 0.088
P 1.061 -1.449 1.667 -0.365 0.340 0.026 1.031
P 1.163 -1.679 -2.173 -0.475 -0.065 -0.235 1.037
F 0.203 2.936 -1.753 0.003 0.034 0.176 0.041
F 1.958 1.634 -1.292 -0.082 0.217 0.261 0.064
O -3.631 -0.071 0.967 0.076 0.204 -0.130 -0.176
O -1.804 2.336 1.474 0.139 -0.044 -0.022 -0.174
O -3.945 -0.648 -1.673 -0.187 -0.085 0.083 -0.426
O -1.712 -0.366 -2.490 -0.849 -0.659 -0.967 -0.679
O -3.111 -2.146 -3.440 -0.054 -0.122 -0.079 -0.329
N -3.350 2.145 -0.805 0.095 -0.063 -0.114 0.039
N 1.113 2.687 1.270 0.244 -0.211 0.104 0.127
C 0.430 -2.926 -3.343 -0.065 0.121 0.045 -0.349
C -1.379 -2.408 2.597 -0.129 0.057 -0.026 -0.138
C 2.221 1.862 4.095 -0.003 -0.009 -0.011 -0.181
C -4.415 2.915 -2.798 0.025 -0.008 0.059 -0.035
C -0.470 -5.140 -3.760 -0.020 0.083 -0.098 -0.080
C 2.126 1.861 1.899 -0.276 0.136 0.049 -0.208
C -0.341 -4.267 4.359 -0.083 0.070 -0.055 -0.078
C -1.721 -4.116 4.245 0.041 -0.033 0.020 -0.079
C -0.709 -4.814 -5.089 0.035 0.033 0.089 -0.087
C 2.434 -2.533 1.133 0.181 -0.118 -0.047 -0.355
C -1.616 3.322 2.486 -0.199 -0.269 -0.023 -0.234
C 2.998 1.125 5.138 -0.048 0.100 -0.112 -0.048
C 1.971 1.192 -4.964 0.079 -0.067 0.008 -0.067
C 1.485 0.997 3.025 0.102 -0.078 -0.043 -0.200
C 1.897 -0.445 2.964 -0.074 0.037 -0.043 -0.321
C 2.092 4.670 2.292 -0.305 0.002 -0.269 -0.002
C 3.057 4.019 2.928 0.102 -0.123 0.049 -0.023
C 3.357 -0.907 -3.801 0.105 0.044 -0.088 -0.083
C 3.056 2.527 2.952 -0.002 0.086 0.042 -0.169
C 3.297 -0.160 4.977 -0.086 -0.244 -0.245 -0.069
C -4.523 1.038 1.005 0.068 -0.036 -0.046 -0.172
C -4.543 1.771 -0.318 0.147 -0.040 -0.054 -0.268
C 3.284 0.938 -5.342 -0.040 0.012 0.004 -0.085
C 2.049 -0.653 -3.404 0.186 -0.079 0.087 -0.382
C -1.247 4.699 1.968 -0.033 0.181 -0.009 -0.157
C 2.777 -0.940 3.831 0.251 0.062 0.354 -0.073
C -0.109 4.691 0.943 0.157 0.059 0.058 -0.122
C 0.000 -2.540 2.696 0.019 -0.169 0.040 -0.352
C 3.976 -0.113 -4.760 -0.083 -0.016 0.060 -0.081
C 1.068 3.935 1.494 0.224 0.156 0.088 -0.266
C -5.646 2.556 -2.279 -0.102 0.024 -0.065 -0.037
C 2.511 -2.706 -1.440 0.165 0.002 0.089 -0.356
C -5.712 1.977 -1.023 -0.085 -0.005 0.021 -0.008
C 1.363 0.403 -4.000 -0.093 0.095 0.018 -0.130
C 0.506 -3.485 3.592 0.046 -0.012 0.016 -0.091
C 0.178 -2.614 -4.677 -0.003 0.079 -0.084 -0.078
C -3.292 2.698 -2.019 -0.005 0.007 0.067 -0.100
C 2.217 -3.411 -0.105 -0.066 0.029 -0.032 -0.285
C 0.082 -4.203 -2.900 0.038 -0.057 0.147 -0.129
C -2.242 -3.185 3.365 0.152 0.011 -0.010 -0.065
C -0.384 -3.546 -5.542 0.006 0.009 0.094 -0.077
B 0.607 1.769 -1.131 2.149 1.384 -1.436 -0.799
H -0.971 5.299 2.843 -0.012 0.018 -0.033 0.120
H 3.837 4.565 3.448 -0.005 -0.053 0.031 0.112
H -2.122 5.188 1.528 -0.001 -0.042 -0.024 0.117
H 3.099 -1.972 3.758 0.014 0.023 0.044 0.088
H -4.168 1.696 1.796 -0.005 -0.001 0.064 0.114
H -1.822 -1.717 1.892 -0.007 0.048 0.034 0.016
H 0.336 0.609 -3.718 0.027 -0.041 0.037 0.092
H 3.350 1.662 6.012 -0.018 0.038 -0.028 0.108
H 1.575 -3.615 3.708 -0.010 -0.011 -0.006 0.087
H 1.222 -3.860 -0.084 -0.065 0.076 -0.022 0.088
H 2.054 5.753 2.280 -0.016 -0.026 0.004 0.108
H 2.626 1.296 1.112 0.033 -0.053 -0.029 0.140
H -2.305 2.969 -2.378 0.032 -0.016 0.035 0.113
H 0.171 5.717 0.693 -0.011 -0.003 0.039 0.120
H -2.385 -4.732 4.839 0.014 0.000 0.007 0.104
H -2.527 3.393 3.089 -0.025 0.035 0.064 0.119
H 3.911 -1.734 -3.375 -0.011 0.020 -0.015 0.092
H 1.554 2.603 4.538 -0.012 -0.027 0.051 0.143
H 3.898 -0.677 5.714 -0.004 -0.036 -0.025 0.100
H -0.571 -3.268 -6.571 0.000 -0.005 0.013 0.103
H -5.531 0.707 1.261 -0.062 -0.008 -0.026 0.127
H -1.154 -5.538 -5.760 0.012 0.006 0.015 0.100
H 0.073 -4.994 5.046 -0.010 -0.001 -0.007 0.103
H 2.681 -3.164 1.988 0.082 -0.059 -0.033 0.061
H 2.916 -4.246 -0.025 0.009 -0.033 -0.004 0.110
H 1.419 2.009 -5.410 0.022 0.000 -0.011 0.107
H 0.225 -4.483 -1.865 0.002 0.044 -0.001 0.078
H 4.997 -0.325 -5.050 0.000 0.018 -0.018 0.100
H -6.654 1.648 -0.604 0.002 0.015 -0.035 0.120
H -0.833 2.939 3.138 0.041 -0.031 -0.031 0.102
H 3.294 -1.877 0.975 0.000 0.015 0.002 0.090
H -3.863 -0.578 0.157 -0.091 -0.184 0.013 0.018
H -0.733 -6.121 -3.385 0.007 0.009 0.014 0.102
H 3.383 -2.062 -1.292 -0.046 0.031 -0.033 0.078
H -2.396 2.647 0.766 0.061 0.068 0.042 0.035
H 3.764 1.558 -6.089 0.000 -0.001 0.003 0.099
H 4.064 2.112 2.931 0.022 0.039 -0.036 0.151
H 0.393 1.071 3.040 -0.007 0.032 -0.020 0.129
H -6.549 2.703 -2.858 0.011 -0.003 0.006 0.114
H -3.311 -3.062 3.252 0.013 -0.002 0.002 0.111
H -0.426 4.202 0.028 -0.047 -0.042 -0.043 0.094
H 2.782 -3.442 -2.198 0.081 -0.093 0.050 0.085
H -4.316 3.345 -3.785 -0.009 -0.005 0.015 0.111
H 0.423 -1.633 -5.067 -0.026 -0.072 0.043 0.096

Entry 2:
95
Properties=species:S:1:pos:R:3:forces:R:3:lowdin_charge:R:1 method="wB97M-V/def2-TZVPD" total_charge=+1 spin_multiplicity=1 mol_weight_g_mol=739.1 max_force_ev_per_a=1.4
Ca -0.402 0.527 -0.267 1.014 -0.385 -0.908 1.225
S 2.316 -7.226 0.475 0.013 -0.001 -0.036 1.066
S 3.386 4.761 -0.435 0.020 0.023 -0.006 1.072
N 2.360 0.432 -0.373 -0.158 0.315 -0.023 0.091
N -0.030 2.409 1.156 0.029 -0.220 0.055 -0.013
N -1.391 -1.620 -0.172 -0.055 0.192 0.306 -0.046
N -0.597 -0.096 1.917 -0.136 -0.074 0.084 0.036
N -1.374 -0.076 -2.807 0.224 -0.087 0.424 -0.076
N 1.517 -2.186 -0.305 0.001 0.021 0.020 0.138
N -0.617 2.529 -1.565 -0.186 -0.001 0.150 -0.187
C 4.539 3.480 -0.400 0.095 0.063 0.001 -0.468
C -1.105 -1.502 -2.593 0.010 -0.007 -0.105 -0.209
C -0.249 0.752 -3.229 0.027 -0.021 -0.058 -0.234
C -2.778 1.048 -0.157 -0.186 0.052 -0.059 -0.127
C -1.060 -1.316 2.163 -0.023 -0.007 0.167 -0.185
C -0.650 -0.946 4.482 -0.004 -0.012 0.027 -0.019
C 2.838 -1.928 -0.260 0.025 -0.079 -0.018 -0.145
C 5.606 -1.352 -0.208 0.027 -0.071 -0.002 -0.011
C -5.797 2.494 0.925 -0.012 -0.005 0.009 -0.063
C 1.447 -5.905 -0.205 -0.077 -0.075 0.031 -0.494
C 5.195 -2.633 -0.158 0.053 0.043 -0.008 -0.009
C -0.240 0.350 4.196 0.014 0.017 -0.021 0.015
C 2.788 1.678 -0.422 0.051 0.035 0.083 -0.085
C -5.410 1.631 -0.282 -0.011 -0.014 0.003 -0.650
C -5.707 2.400 -1.577 -0.001 -0.006 0.000 -0.061
C -2.481 -3.275 1.294 0.013 -0.025 -0.032 -0.001
C -0.237 0.760 2.868 -0.086 -0.093 0.108 -0.183
C -0.461 2.253 -2.997 0.015 0.002 -0.023 -0.178
C -1.094 -1.787 3.472 0.004 0.022 -0.020 0.016
C 0.237 -6.324 -0.691 0.050 0.024 -0.034 -0.122
C -1.911 -2.108 -1.437 -0.027 -0.024 -0.037 -0.187
C 4.656 -0.280 -0.284 -0.002 0.052 0.024 -0.128
C 0.026 -7.716 -0.527 -0.015 -0.058 -0.007 -0.174
C 1.075 -8.331 0.085 -0.015 0.014 0.034 -0.402
C 3.797 -2.953 -0.186 -0.041 -0.019 0.008 -0.128
C -0.062 3.746 0.575 -0.018 0.085 0.030 -0.178
C 4.603 5.959 -0.405 0.011 0.007 0.002 -0.391
C 3.278 -0.553 -0.302 0.033 -0.040 -0.051 -0.145
C 2.000 -4.551 -0.217 0.068 0.080 0.012 -0.190
C -3.972 1.311 -0.220 -0.054 0.062 -0.019 -0.172
C 0.003 2.185 2.409 0.015 0.143 0.032 -0.253
C -0.113 3.768 -0.985 0.028 -0.015 0.014 -0.201
C 5.808 3.990 -0.364 -0.072 -0.022 -0.018 -0.110
C 5.070 1.055 -0.329 -0.090 0.021 0.016 0.061
C -1.629 -2.081 0.982 -0.054 -0.131 0.045 -0.289
C 3.348 -4.281 -0.164 -0.051 0.026 -0.021 0.037
C 4.140 2.070 -0.391 0.032 -0.114 0.012 -0.179
C 5.844 5.407 -0.369 0.017 0.034 0.010 -0.167
C -6.225 0.331 -0.265 -0.010 0.002 0.007 -0.063
C 1.134 -3.439 -0.283 -0.042 -0.029 0.009 -0.067
C 0.125 3.255 3.451 -0.004 0.038 -0.026 0.000
H 4.339 7.003 -0.417 -0.017 -0.002 -0.005 0.073
H -5.236 3.430 0.925 0.004 -0.002 -0.003 0.080
H -5.586 1.969 1.858 -0.002 -0.001 -0.001 0.081
H 0.810 4.328 0.895 -0.084 0.022 -0.013 0.084
H -1.601 2.404 -1.302 -0.035 0.110 0.048 0.047
H -0.468 -5.672 -1.188 0.014 0.017 -0.002 0.106
H -0.038 -1.669 -2.376 -0.046 0.020 -0.033 0.097
H -1.319 2.608 -3.575 0.007 0.006 -0.016 0.127
H -5.427 1.808 -2.449 -0.002 0.001 0.000 0.082
H 0.685 0.463 -2.707 0.016 -0.006 -0.016 0.095
H -0.946 4.255 0.966 -0.018 -0.004 -0.003 0.131
H -5.973 -0.293 -1.123 0.003 0.001 -0.001 0.079
H -6.863 2.730 0.894 0.002 0.002 0.000 0.083
H -1.897 -4.057 1.787 0.004 0.006 -0.009 0.093
H -0.872 3.607 3.731 -0.001 -0.011 0.010 0.113
H -6.023 -0.237 0.645 -0.002 0.001 -0.001 0.079
H -1.465 -2.774 3.707 -0.002 0.000 -0.001 0.115
H -0.655 -1.291 5.507 -0.002 0.002 0.000 0.119
H 6.659 -1.104 -0.194 0.000 -0.010 0.002 0.121
H 1.181 -9.374 0.331 0.005 0.001 0.010 0.072
H -1.868 -3.199 -1.506 -0.030 0.002 -0.030 0.109
H 0.064 -3.616 -0.311 0.048 -0.019 0.021 0.091
H 0.050 1.011 4.999 -0.005 0.001 0.000 0.110
H -3.287 -2.989 1.972 -0.008 -0.006 -0.002 0.101
H 6.699 3.381 -0.333 0.008 -0.012 -0.008 0.111
H -0.716 4.637 -1.272 0.047 0.043 -0.015 0.125
H 0.618 2.901 4.352 0.012 0.000 -0.001 0.076
H -2.960 -1.804 -1.515 -0.006 -0.016 -0.007 0.134
H 0.886 3.944 -1.385 0.024 -0.015 -0.026 0.058
H 0.683 4.107 3.068 -0.009 0.003 0.003 0.081
H 6.753 5.988 -0.346 0.000 0.001 -0.003 0.111
H 2.017 2.440 -0.469 0.045 -0.033 -0.009 0.064
H -6.772 2.633 -1.643 0.000 0.000 0.003 0.084
H -1.948 0.321 -2.070 -0.448 0.165 -0.071 0.020
H -7.294 0.554 -0.303 0.002 -0.002 -0.001 0.083
H -5.147 3.336 -1.604 0.001 -0.003 -0.001 0.080
H -0.052 0.582 -4.291 0.006 0.024 -0.017 0.124
H 0.425 2.774 -3.367 0.002 0.001 -0.003 0.123
H 6.130 1.271 -0.307 0.019 0.009 0.004 0.124
H -2.924 -3.691 0.393 0.007 0.000 0.009 0.077
H 4.078 -5.082 -0.129 -0.014 -0.020 0.002 0.116
H -0.858 -8.239 -0.857 0.002 0.004 -0.003 0.107
H 5.909 -3.445 -0.105 0.000 0.005 0.006 0.122
H -1.331 -2.063 -3.504 -0.004 -0.021 -0.010 0.120

| no. | gap between HOMO and LUMO (eV) |
| --- | --- |
| 1 | 7.133 |
| 2 | 7.485 |